a) An isolated molecule of C6H9N. Source: the OMol25 dataset; level of theory: the ωB97M-V functional and the def2-TZVPD basis.

```
! wB97M-V def2-TZVPD RIJCOSX def2/J DEFGRID3
* xyz 0 1
C 0.349 0.028 1.914
C -0.003 -0.476 0.566
C -0.489 -1.685 0.136
N -0.530 -1.679 -1.239
C -0.318 -0.386 -1.681
C -0.003 0.383 -0.590
C 0.419 1.809 -0.567
H 1.391 0.373 1.940
H 0.243 -0.710 2.703
H -0.255 0.891 2.205
H -0.721 -2.597 0.665
H -0.945 -2.380 -1.812
H -0.613 -0.163 -2.694
H 1.480 1.987 -0.404
H 0.055 2.332 -1.452
H -0.059 2.274 0.308
*
```

Properties
Gap between HOMO and LUMO = 9.0755 eV
SMILES = Cc1c[nH]cc1C
E_LUMO = 1.08 eV
M = 95.1 g mol⁻¹
HOMO level = -0.2938 hartree


b) An isolated molecule of C6H9N. Source: the OMol25 dataset; level of theory: the ωB97M-V functional and the def2-TZVPD basis.

```
! wB97M-V def2-TZVPD RIJCOSX def2/J DEFGRID3
* xyz 0 1
C -0.353 2.095 -0.724
N -0.108 0.656 -0.622
C 0.403 0.228 0.640
C -0.489 -0.807 1.274
C -0.483 -1.898 0.210
C 0.474 -1.695 -0.708
C 1.035 -0.287 -0.599
H 0.272 2.627 -1.444
H -1.411 2.199 -1.031
H -0.280 2.536 0.285
H 0.918 1.012 1.194
H -1.458 -0.333 1.474
H -0.087 -1.192 2.219
H -1.274 -2.647 0.144
H 0.754 -2.408 -1.479
H 2.086 -0.086 -0.833
*
```

Properties
Gap between HOMO and LUMO = 9.6460 eV
SMILES = CN1[C@@H]2C=CC[C@@H]21
E_LUMO = 1.17 eV
M = 95.1 g mol⁻¹
HOMO level = -0.3113 hartree


Q: Which of them is the most stable? A: a).